Record 1
Here is a cluster of 5 separate species, H10O4S in total in a non-equilibrium geometry from OMol25. Energies are from ωB97M-V with the def2-TZVPD basis set.

Geometry (Å):
O: 0.831 -1.026 -1.614
H: 1.773 -1.161 -1.701
H: 0.650 -1.458 -0.765
O: -1.700 -1.745 -1.518
H: -1.990 -0.892 -1.144
H: -0.866 -1.593 -2.006
O: -0.325 1.143 3.000
H: -1.162 0.723 3.155
H: -0.084 0.921 2.098
O: 0.070 -2.247 0.908
H: -0.738 -1.728 0.969
H: -0.278 -3.114 1.069
S: 0.705 2.177 -0.329
H: -0.223 2.760 -1.023
H: 0.663 0.968 -0.943

The calculation puts the HOMO energy at -0.361 hartree. Its SMILES is O.O.O.O.S. For the energy relative to the best compared isomer or geometry (same formula, charge and spin), the calculation gives 0.621 eV. Its total energy is -705.1242 Eh.

Results of the Mulliken charge analysis, in e, for atoms 1 through 2: atom 1 (O): -0.7006, atom 2 (H): 0.3104


Record 2
Here is a structure of composition C5H12NO in a non-equilibrium geometry from OMol25. Energies are from ωB97M-V with the def2-TZVPD basis set.

Geometry (Å):
C: -0.901 -0.655 2.069
C: -0.836 -0.056 0.791
C: 0.464 0.477 0.276
C: 0.413 1.040 -1.151
C: 1.945 0.872 -1.670
O: 2.797 1.295 -0.735
N: -2.011 0.365 0.127
H: -0.204 -1.330 2.444
H: -1.983 -0.751 2.326
H: -0.873 0.528 1.922
H: -0.791 -2.913 0.410
H: 0.991 -0.513 0.132
H: 1.076 1.036 0.976
H: -0.190 0.337 -1.719
H: -0.030 2.080 -1.165
H: 1.926 1.543 -2.521
H: 2.068 -0.237 -2.210
H: -1.250 -2.688 -0.123
H: -2.612 -0.431 -0.178

The calculation puts the HOMO energy at -0.083 hartree. As for the net charge: -1. For the energy relative to the best compared isomer or geometry (same formula, charge and spin), the calculation gives 5.740 eV. Its total energy is -327.4851 Eh.

Results of the Mulliken charge analysis, in e, for atoms 1 through 2: atom 1 (C): -1.0662, atom 2 (C): 0.5695


Record 3
Here is the molecule C22H27N3O2 from OMol25. Energies are from ωB97M-V with the def2-TZVPD basis set.

Geometry (Å):
C: 3.507 -2.006 -5.706
C: 2.365 -1.007 -5.910
N: 1.093 -1.511 -5.444
C: 0.299 -2.223 -6.418
C: -0.650 -1.306 -7.193
C: 0.664 -1.319 -4.155
C: -0.649 -1.619 -3.764
C: -1.072 -1.427 -2.466
C: -0.214 -0.919 -1.497
N: -0.714 -0.741 -0.195
C: -0.086 -0.258 0.902
O: 1.078 0.073 0.956
C: -1.027 -0.191 2.119
C: -2.166 0.812 1.892
C: -1.752 2.058 2.668
O: -2.287 3.144 2.617
N: -0.694 1.734 3.429
C: -0.046 2.650 4.336
C: -0.333 2.283 5.770
C: 0.669 1.827 6.614
C: 0.376 1.468 7.919
C: -0.924 1.554 8.387
C: -1.930 2.003 7.548
C: -1.637 2.366 6.246
C: -0.280 0.356 3.342
C: 1.090 -0.613 -1.866
C: 1.517 -0.814 -3.161
H: 3.306 -2.928 -6.248
H: 3.619 -2.249 -4.653
H: 4.441 -1.586 -6.072
H: 2.593 -0.067 -5.402
H: 2.270 -0.783 -6.976
H: -0.267 -3.015 -5.920
H: 0.982 -2.709 -7.122
H: -0.088 -0.544 -7.727
H: -1.338 -0.806 -6.515
H: -1.224 -1.883 -7.914
H: -1.364 -1.998 -4.475
H: -2.094 -1.668 -2.204
H: -1.686 -1.000 -0.092
H: -1.404 -1.200 2.304
H: -2.322 1.072 0.845
H: -3.115 0.455 2.298
H: 1.032 2.642 4.144
H: -0.449 3.642 4.109
H: 1.684 1.756 6.250
H: 1.164 1.118 8.570
H: -1.152 1.273 9.405
H: -2.946 2.072 7.910
H: -2.416 2.720 5.588
H: 0.803 0.296 3.185
H: -0.539 -0.184 4.261
H: 1.773 -0.223 -1.131
H: 2.542 -0.576 -3.388

The calculation puts the HOMO energy at -0.265 hartree. Its SMILES is CCN(CC)c1ccc(NC(=O)[C@@H]2CC(=O)N(Cc3ccccc3)C2)cc1. For the energy relative to the best compared isomer or geometry (same formula, charge and spin), the calculation gives 0.833 eV. Its total energy is -1169.3229 Eh.

Results of the Mulliken charge analysis, in e, for atoms 1 through 2: atom 1 (C): -1.0943, atom 2 (C): -0.9478


Record 4
Here is a structure of composition C36H23N11PdS from OMol25. Energies are from ωB97M-V with the def2-TZVPD basis set.

Geometry (Å):
Pd: 0.183 0.353 1.731
C: -4.983 2.972 -0.968
C: -5.554 1.731 -0.716
C: -4.923 0.791 0.098
C: -3.695 1.132 0.628
C: -2.729 0.385 1.431
N: -1.599 1.167 1.607
C: -1.782 2.368 0.954
N: -0.937 3.346 0.889
C: 0.354 3.273 1.198
C: 1.253 4.395 1.330
C: 1.036 5.763 1.352
C: 2.137 6.583 1.561
C: 3.416 6.051 1.730
C: 3.637 4.681 1.724
C: 2.537 3.855 1.542
C: 2.384 2.426 1.567
N: 3.365 1.564 1.849
C: 3.266 0.299 2.024
N: 2.052 -0.488 1.819
C: 2.286 -1.775 2.461
N: 1.383 -2.591 2.857
C: 0.053 -2.422 2.853
N: -0.629 -1.303 2.439
C: -1.972 -1.553 2.481
N: -2.915 -0.793 1.936
C: -2.177 -2.859 3.058
C: -3.326 -3.562 3.376
C: -3.170 -4.821 3.943
C: -1.904 -5.369 4.160
C: -0.749 -4.682 3.819
C: -0.897 -3.408 3.281
C: 3.714 -1.881 2.690
C: 4.490 -2.965 3.060
C: 5.860 -2.769 3.180
C: 6.430 -1.513 2.982
C: 5.653 -0.414 2.635
C: 4.295 -0.618 2.463
N: 1.055 2.114 1.340
C: -3.111 2.375 0.349
C: -3.743 3.317 -0.434
H: -5.503 3.684 -1.596
H: -6.507 1.487 -1.165
H: -5.371 -0.173 0.299
H: 0.043 6.173 1.222
H: 1.998 7.655 1.605
H: 4.249 6.723 1.878
H: 4.627 4.269 1.865
H: -4.308 -3.150 3.182
H: -4.046 -5.392 4.218
H: -1.821 -6.353 4.601
H: 0.230 -5.121 3.958
H: 4.048 -3.939 3.225
H: 6.499 -3.605 3.430
H: 7.499 -1.390 3.092
H: 6.082 0.567 2.488
H: -3.288 4.280 -0.624
C: -2.780 -4.954 -1.415
C: -1.285 -4.771 -1.702
C: -0.799 -3.397 -1.451
N: -1.150 -2.677 -0.397
N: -0.542 -1.536 -0.293
C: 0.364 -1.282 -1.287
N: 1.148 -0.267 -1.207
S: 0.344 -2.604 -2.482
H: -3.029 -6.009 -1.498
H: -3.377 -4.407 -2.144
H: -3.038 -4.604 -0.417
H: -1.053 -5.058 -2.728
H: -0.714 -5.436 -1.044
H: 1.939 -0.588 0.786
H: 1.737 -0.092 -2.017

The calculation puts the HOMO energy (alpha / beta) at -0.439 / -0.522 hartree. As for the net charge: +2. Its expectation value of S² is 6.098. Its total energy is -2513.4956 Eh. As for the multiplicity: 5.

Results of the Mulliken charge analysis, in e, for atoms 1 through 2: atom 1 (Pd): 1.0668, atom 2 (C): -0.6132


What did the fourth record say?
Here is a structure of composition C36H23N11PdS from OMol25. Energies are from ωB97M-V with the def2-TZVPD basis set.

Geometry (Å):
Pd: 0.183 0.353 1.731
C: -4.983 2.972 -0.968
C: -5.554 1.731 -0.716
C: -4.923 0.791 0.098
C: -3.695 1.132 0.628
C: -2.729 0.385 1.431
N: -1.599 1.167 1.607
C: -1.782 2.368 0.954
N: -0.937 3.346 0.889
C: 0.354 3.273 1.198
C: 1.253 4.395 1.330
C: 1.036 5.763 1.352
C: 2.137 6.583 1.561
C: 3.416 6.051 1.730
C: 3.637 4.681 1.724
C: 2.537 3.855 1.542
C: 2.384 2.426 1.567
N: 3.365 1.564 1.849
C: 3.266 0.299 2.024
N: 2.052 -0.488 1.819
C: 2.286 -1.775 2.461
N: 1.383 -2.591 2.857
C: 0.053 -2.422 2.853
N: -0.629 -1.303 2.439
C: -1.972 -1.553 2.481
N: -2.915 -0.793 1.936
C: -2.177 -2.859 3.058
C: -3.326 -3.562 3.376
C: -3.170 -4.821 3.943
C: -1.904 -5.369 4.160
C: -0.749 -4.682 3.819
C: -0.897 -3.408 3.281
C: 3.714 -1.881 2.690
C: 4.490 -2.965 3.060
C: 5.860 -2.769 3.180
C: 6.430 -1.513 2.982
C: 5.653 -0.414 2.635
C: 4.295 -0.618 2.463
N: 1.055 2.114 1.340
C: -3.111 2.375 0.349
C: -3.743 3.317 -0.434
H: -5.503 3.684 -1.596
H: -6.507 1.487 -1.165
H: -5.371 -0.173 0.299
H: 0.043 6.173 1.222
H: 1.998 7.655 1.605
H: 4.249 6.723 1.878
H: 4.627 4.269 1.865
H: -4.308 -3.150 3.182
H: -4.046 -5.392 4.218
H: -1.821 -6.353 4.601
H: 0.230 -5.121 3.958
H: 4.048 -3.939 3.225
H: 6.499 -3.605 3.430
H: 7.499 -1.390 3.092
H: 6.082 0.567 2.488
H: -3.288 4.280 -0.624
C: -2.780 -4.954 -1.415
C: -1.285 -4.771 -1.702
C: -0.799 -3.397 -1.451
N: -1.150 -2.677 -0.397
N: -0.542 -1.536 -0.293
C: 0.364 -1.282 -1.287
N: 1.148 -0.267 -1.207
S: 0.344 -2.604 -2.482
H: -3.029 -6.009 -1.498
H: -3.377 -4.407 -2.144
H: -3.038 -4.604 -0.417
H: -1.053 -5.058 -2.728
H: -0.714 -5.436 -1.044
H: 1.939 -0.588 0.786
H: 1.737 -0.092 -2.017

The calculation puts the HOMO energy (alpha / beta) at -0.439 / -0.522 hartree. As for the net charge: +2. Its expectation value of S² is 6.098. Its total energy is -2513.4956 Eh. As for the multiplicity: 5.

Results of the Mulliken charge analysis, in e, for atoms 1 through 2: atom 1 (Pd): 1.0668, atom 2 (C): -0.6132


What did the third record say?
Here is the molecule C22H27N3O2 from OMol25. Energies are from ωB97M-V with the def2-TZVPD basis set.

Geometry (Å):
C: 3.507 -2.006 -5.706
C: 2.365 -1.007 -5.910
N: 1.093 -1.511 -5.444
C: 0.299 -2.223 -6.418
C: -0.650 -1.306 -7.193
C: 0.664 -1.319 -4.155
C: -0.649 -1.619 -3.764
C: -1.072 -1.427 -2.466
C: -0.214 -0.919 -1.497
N: -0.714 -0.741 -0.195
C: -0.086 -0.258 0.902
O: 1.078 0.073 0.956
C: -1.027 -0.191 2.119
C: -2.166 0.812 1.892
C: -1.752 2.058 2.668
O: -2.287 3.144 2.617
N: -0.694 1.734 3.429
C: -0.046 2.650 4.336
C: -0.333 2.283 5.770
C: 0.669 1.827 6.614
C: 0.376 1.468 7.919
C: -0.924 1.554 8.387
C: -1.930 2.003 7.548
C: -1.637 2.366 6.246
C: -0.280 0.356 3.342
C: 1.090 -0.613 -1.866
C: 1.517 -0.814 -3.161
H: 3.306 -2.928 -6.248
H: 3.619 -2.249 -4.653
H: 4.441 -1.586 -6.072
H: 2.593 -0.067 -5.402
H: 2.270 -0.783 -6.976
H: -0.267 -3.015 -5.920
H: 0.982 -2.709 -7.122
H: -0.088 -0.544 -7.727
H: -1.338 -0.806 -6.515
H: -1.224 -1.883 -7.914
H: -1.364 -1.998 -4.475
H: -2.094 -1.668 -2.204
H: -1.686 -1.000 -0.092
H: -1.404 -1.200 2.304
H: -2.322 1.072 0.845
H: -3.115 0.455 2.298
H: 1.032 2.642 4.144
H: -0.449 3.642 4.109
H: 1.684 1.756 6.250
H: 1.164 1.118 8.570
H: -1.152 1.273 9.405
H: -2.946 2.072 7.910
H: -2.416 2.720 5.588
H: 0.803 0.296 3.185
H: -0.539 -0.184 4.261
H: 1.773 -0.223 -1.131
H: 2.542 -0.576 -3.388

The calculation puts the HOMO energy at -0.265 hartree. Its SMILES is CCN(CC)c1ccc(NC(=O)[C@@H]2CC(=O)N(Cc3ccccc3)C2)cc1. For the energy relative to the best compared isomer or geometry (same formula, charge and spin), the calculation gives 0.833 eV. Its total energy is -1169.3229 Eh.

Results of the Mulliken charge analysis, in e, for atoms 1 through 2: atom 1 (C): -1.0943, atom 2 (C): -0.9478